# 1
Computed, not measured: 2 unconnected molecules or ions with the total composition C3H5FO, with wB97M-V/def2-TZVPD.

Geometry (Å):
C 0.85230 -2.55579 -0.78031
C -0.46750 -1.91025 -0.55551
C 1.61277 1.44129 -0.67569
O 0.57645 -1.50143 0.08116
F -0.95578 -1.07123 -1.53792
H 0.88807 -3.57285 -0.38776
H 1.30915 -2.31982 -1.75291
H 2.25006 1.85293 -1.37692
H 1.49960 0.34829 -0.40581
H 0.88980 2.06577 -0.26404

Results
Frontier orbital gap (spin up / spin down) = 10.108 / 7.675 eV
E_HOMO (spin up / spin down) = -9.756 / -8.630 eV


# 2
Computed, not measured: 2 unconnected molecules or ions with the total composition C3H5FO3S, with wB97M-V/def2-TZVPD.

Geometry (Å):
C -1.16436 0.64196 -0.80805
C 1.18663 0.97966 0.08862
C 0.23475 0.20381 -0.90978
O -1.93859 1.17827 -1.46495
O -0.07562 -2.27052 2.41623
O -0.75537 -2.22578 0.11835
F -1.53602 0.30510 0.52179
S -1.15595 -2.11719 1.48452
H 2.14233 1.37243 -0.30193
H 1.42568 0.41886 1.12264
H 0.61342 1.84703 0.43374
H 0.60414 0.47811 -2.00145
H 0.41896 -0.81175 -0.69972

Results
Frontier orbital gap = 10.857 eV
E_HOMO = -11.892 eV


# 3
Computed, not measured: a single C3H5FS molecule, with wB97M-V/def2-TZVPD.

Geometry (Å):
C -1.97030 -0.26603 0.06932
S -0.19264 -1.02824 -0.33725
C 0.77909 0.48714 -0.35473
C 2.05256 0.19236 -0.13635
F 2.36871 -1.17647 0.01175
H -1.41071 0.40605 0.91185
H -2.22450 0.44535 -0.78228
H -2.81384 -1.15111 0.54170
H 0.56291 1.38797 -0.31474
H 2.84872 0.70298 0.39074

Results
Frontier orbital gap = 9.194 eV
E_HOMO = -8.382 eV
Structure (SMILES) = CS/C=C\F


# 4
Computed, not measured: a single C3H5FS molecule, with wB97M-V/def2-TZVPD.

Geometry (Å):
F -1.09682 -0.87117 -0.97489
C -1.05608 -0.36434 0.34897
C 0.38456 -0.00921 0.48928
C 0.92680 0.72413 -0.78288
S 1.49020 -1.07244 -0.15140
H -1.17294 -1.24496 1.03968
H -1.92809 0.20054 0.75609
H 0.47710 0.65516 1.47484
H 0.44323 0.32983 -1.59345
H 1.53203 1.65245 -0.60624

Results
Frontier orbital gap = 9.590 eV
E_HOMO = -8.871 eV
Structure (SMILES) = FC[C@@H]1CS1


# 5
Computed, not measured: a single C3H5FS molecule, with wB97M-V/def2-TZVPD.

Geometry (Å):
C 2.39382 0.21531 0.23230
S 0.76838 -0.51588 -0.20080
C -0.43377 0.87316 -0.04818
C -1.72850 0.61975 0.01925
F -2.20595 -0.66556 0.17094
H 2.67832 1.22938 -0.26404
H 2.69589 0.13651 1.42677
H 3.16765 -0.55327 -0.25789
H 0.07620 1.82930 -0.32702
H -2.44782 1.35293 -0.12372

Results
Frontier orbital gap = 9.490 eV
E_HOMO = -8.562 eV
Structure (SMILES) = CS/C=C\F


# 6
Computed, not measured: a molecular structure, C3H5FeO2, with wB97M-V/def2-TZVPD.

Geometry (Å):
O 0.75310 0.40663 0.52589
Fe 2.13638 0.95088 -0.40841
O 3.03562 -0.89229 -0.15484
C 2.73206 -1.84579 0.42049
C -0.49453 -0.19884 0.37762
C -1.52478 0.63968 -0.35812
H -0.35055 -1.15149 -0.16587
H -0.88250 -0.45344 1.38174
H -1.48628 0.44218 -1.44038
H -2.54365 0.39144 -0.02672
H -1.37487 1.71106 -0.15139

Results
Spin multiplicity = 5
⟨S²⟩ = 6.010
Frontier orbital gap (spin up / spin down) = 8.371 / 8.228 eV
E_HOMO (spin up / spin down) = -14.587 / -14.726 eV
Net charge = +1


# 7
Computed, not measured: a molecular structure, C3H5FeO4, with wB97M-V/def2-TZVPD.

Geometry (Å):
O 0.07781 -0.90201 1.88106
C 0.49624 -1.48072 0.77952
C -0.38005 0.50330 1.59148
O 0.49531 -2.65630 0.53886
O 0.58964 -0.56549 -0.22703
C 0.15743 0.74169 0.20641
H 0.03994 1.16812 2.35075
H -1.47397 0.48102 1.64138
H 1.04040 1.38831 0.16470
H -0.56956 1.11004 -0.61916
O -0.43863 0.46753 -2.56569
H -0.56067 0.84190 -3.43865
Fe 0.52611 -1.09738 -2.30362

Results
Spin multiplicity = 6
⟨S²⟩ = 8.756
Frontier orbital gap (spin up / spin down) = 6.791 / 9.247 eV
E_HOMO (spin up / spin down) = -6.211 / -9.348 eV


# 8
Computed, not measured: a molecular structure, C3H5HgLiO4, with wB97M-V/def2-TZVPD.

Geometry (Å):
Li 0.07448 -0.99891 -2.13899
O -1.66825 -0.54124 -1.71492
C -2.19047 -0.16815 -0.61982
H -3.03461 -0.73704 -0.18325
H -2.06305 0.89485 -0.33303
C -0.11609 -0.70618 0.63639
O 0.38346 0.66852 0.67928
C 1.23854 1.10449 -0.20526
O 1.31483 0.66701 -1.33845
O 2.19745 1.72796 0.46793
Hg 0.71284 -0.17836 3.52086
H -0.56718 -1.52691 0.05288
H 0.79261 -1.33146 0.51365
H 2.92544 1.12541 0.66273

Results
Spin multiplicity = 3
⟨S²⟩ = 2.007
Frontier orbital gap (spin up / spin down) = 4.285 / 7.227 eV
E_HOMO (spin up / spin down) = -4.783 / -8.378 eV


F_max values (in eV/A) by entry order: 3.9, 4.9, 9.9, 6.7, 3.4, 2.2, 2.8, 3.6.
Energy above the lowest of the compared OMol25 structures with the same formula, charge and spin values (in kJ/mol) by entry order: 552.1, 0.0, 297.4, 200.0, 123.1, 70.5, 29.0, 361.8.